Entry 1:
Entry from the Open Molecules 2025 dataset: 14 unconnected molecules or ions with the total composition C5H34NO15 (ωB97M-V/def2-TZVPD).

Structure (XYZ):
```
55
Properties=species:S:1:pos:R:3:forces:R:3
N 1.341 2.588 0.027 0.517 -0.153 -3.043
C 2.796 2.658 -0.385 -1.524 -1.952 -0.458
C 3.011 1.383 -1.352 1.069 2.610 1.160
C 1.665 0.773 -1.554 -1.175 -0.982 0.341
C 0.697 1.428 -0.506 0.536 0.098 -1.049
C 0.478 0.440 0.725 -0.846 -0.440 3.694
O -0.620 0.587 1.293 0.352 0.592 -1.400
O 1.388 -0.248 1.219 0.737 0.770 -1.374
H 0.999 3.482 -0.336 -1.299 -0.236 1.193
H 2.880 3.603 -0.889 0.392 0.442 -0.144
H 3.378 2.638 0.515 0.607 0.038 0.213
H 3.786 0.878 -0.800 0.125 -1.006 -0.552
H 3.342 1.798 -2.318 0.453 -0.517 0.536
H 1.515 -0.325 -1.530 0.713 0.586 0.390
H 1.378 0.998 -2.578 -0.760 0.499 0.141
H -0.319 1.519 -0.923 0.341 0.645 0.166
H 1.249 -1.925 -2.917 0.175 -0.445 0.170
H 0.340 -2.998 -2.180 0.529 0.010 -0.106
O 0.364 -2.291 -2.866 -0.450 0.498 -0.148
H -2.674 2.052 2.585 -0.159 0.224 -0.174
H -3.431 0.923 3.202 -0.371 -0.065 0.024
O -3.571 1.707 2.650 0.383 -0.342 0.152
H -1.125 -0.983 -0.993 -0.074 0.821 -0.070
H -2.224 -0.402 0.083 1.047 0.569 -0.028
O -1.917 -1.114 -0.472 -0.799 -2.008 -0.071
H 3.521 2.044 2.473 -0.449 -0.429 -0.471
H 2.353 1.064 3.082 0.437 0.326 -0.805
O 3.102 1.655 3.236 0.023 0.049 1.332
H 3.021 -2.667 0.299 0.128 0.347 0.416
H 2.434 -1.137 0.326 0.218 -1.105 0.122
O 2.705 -1.921 -0.216 0.323 0.417 -0.693
H -3.642 0.157 -0.583 -0.584 0.057 -0.651
H -3.636 1.406 0.227 -0.521 0.425 -0.013
O -4.016 1.051 -0.595 0.584 -0.179 0.600
H -2.599 1.734 -2.121 -0.157 -0.301 0.094
H -1.994 0.725 -3.144 -0.145 -0.264 -0.034
O -1.788 1.277 -2.379 0.537 0.384 -0.055
H -1.500 -2.719 0.645 -0.511 -0.678 -0.372
H -0.562 -2.981 1.703 -0.128 -1.115 -0.038
O -1.094 -3.513 1.057 0.185 1.634 0.189
H -1.551 -1.564 2.921 -0.486 0.281 0.273
H -2.065 -0.285 2.270 0.068 -0.276 0.242
O -2.319 -0.963 2.912 0.131 -0.049 -0.190
H -0.951 -1.385 -3.935 -0.276 -0.594 0.319
H -2.397 -1.877 -3.605 0.276 -0.120 0.153
O -1.888 -1.271 -4.148 -0.206 0.845 -0.428
H 1.465 -3.079 -0.657 -0.476 -0.028 0.513
H 0.086 -3.806 -0.178 0.349 0.254 0.415
O 0.895 -3.863 -0.731 -0.021 -0.504 -0.877
H -1.221 2.145 0.808 -0.272 0.372 0.801
H -1.501 3.525 1.587 0.259 -0.266 0.033
O -1.684 3.005 0.800 -0.098 0.339 -0.734
H 1.144 -2.577 2.892 -0.373 -0.398 0.395
H 0.639 -1.279 2.434 -0.466 -0.028 0.181
O 0.317 -2.071 2.922 1.135 0.349 -0.281
```
Forces are in eV/Å.

Energy relative to the best compared isomer or geometry (same formula, charge and spin): 0.000 eV
LUMO level (alpha / beta): -0.48 / -5.29 eV
HOMO level (alpha / beta): -10.85 / -10.85 eV
Total charge: 0
Multiplicity: 2
HOMO-LUMO gap (alpha / beta): 10.4 / 5.6 eV

=====

Entry 2:
Entry from the Open Molecules 2025 dataset: 3 unconnected molecules or ions with the total composition C2H6F2N2 (ωB97M-V/def2-TZVPD).

Structure (XYZ):
```
12
Properties=species:S:1:pos:R:3:forces:R:3
C -1.367 0.735 -0.352 -0.805 -2.970 -1.020
C -1.069 -0.366 -1.307 -1.187 1.113 1.007
N -1.127 -1.325 -1.932 0.483 -0.249 -0.484
N 1.137 0.218 1.691 -1.580 -0.001 -0.782
F 1.485 -1.420 -1.017 3.935 1.149 3.122
F 1.787 1.333 1.146 0.435 0.228 0.496
H -1.829 1.546 -0.759 -1.120 2.170 -1.896
H -0.584 1.074 0.190 2.710 0.666 1.561
H -2.103 0.350 0.316 -0.413 -0.586 0.722
H 1.506 -0.023 2.591 0.930 0.246 0.223
H 0.850 -1.641 -1.559 -3.673 -1.219 -2.983
H 1.313 -0.482 0.990 0.284 -0.548 0.033
```
Forces are in eV/Å.

SMILES: CC#N.NF.F
Energy relative to the best compared isomer or geometry (same formula, charge and spin): 2.428 eV
LUMO level: 0.87 eV
HOMO level: -10.41 eV
Total charge: 0
Multiplicity: 1
HOMO-LUMO gap: 11.3 eV

=====

Entry 3:
Entry from the Open Molecules 2025 dataset: a molecular structure, C12H12F11N2S3SbSn (ωB97M-V/def2-TZVPD).

Structure (XYZ):
```
42
Properties=species:S:1:pos:R:3:forces:R:3
Sn 0.653 -0.738 1.362 0.535 -0.375 0.646
S 0.241 -3.804 4.140 -0.048 0.236 -0.073
C 0.174 -2.590 3.262 0.163 -0.195 -0.067
F -5.076 6.172 -0.884 -0.201 0.315 -0.062
C -4.418 5.089 -0.686 0.151 -0.239 0.035
C -3.186 5.174 -0.007 -0.089 -0.374 -0.078
F -2.767 6.349 0.386 0.137 0.137 0.100
C -2.487 4.020 0.207 -0.248 -0.321 -0.186
F -1.344 4.046 0.824 0.230 0.119 0.116
C -2.996 2.723 -0.225 -0.009 0.657 -0.336
S -2.210 1.330 0.120 -0.323 -0.319 0.114
C -4.262 2.727 -0.948 0.367 0.075 0.196
F -4.718 1.590 -1.378 -0.173 -0.164 -0.139
C -4.964 3.881 -1.161 0.338 -0.050 0.200
F -6.112 3.914 -1.787 -0.168 -0.087 -0.101
C -0.675 -4.110 -3.214 -0.008 -0.039 0.003
C -0.282 -2.953 -2.320 -0.112 0.012 0.121
N 0.044 -1.785 -3.145 -0.034 0.243 0.151
C 0.106 -0.526 -2.761 0.022 -0.098 -0.471
S -0.193 -0.006 -1.113 -0.176 0.228 -0.205
N 0.411 0.425 -3.634 -0.112 0.045 0.233
C 0.625 0.222 -5.070 0.135 0.030 -0.054
C -0.671 0.065 -5.848 -0.015 -0.002 0.019
H -0.872 -4.990 -2.605 -0.017 -0.009 0.002
H 0.129 -4.368 -3.903 0.029 -0.007 -0.014
H -1.574 -3.884 -3.787 -0.019 0.006 -0.011
H 0.587 -3.203 -1.717 0.072 -0.057 0.068
H -1.100 -2.673 -1.654 0.044 -0.037 -0.016
H 0.296 -1.988 -4.103 0.000 0.025 0.002
H 0.465 1.360 -3.264 0.065 0.005 -0.027
H 1.292 -0.633 -5.205 -0.004 0.004 0.004
H 1.187 1.089 -5.414 -0.020 -0.025 -0.031
H -1.300 -0.725 -5.436 -0.016 -0.042 -0.003
H -0.449 -0.188 -6.882 0.007 0.006 -0.051
H -1.243 0.991 -5.842 -0.012 0.019 0.013
F 1.263 -2.665 0.602 0.031 0.112 -0.133
Sb 3.338 -2.759 0.474 -0.209 0.074 0.096
F 3.049 -1.853 -1.141 -0.077 -0.065 0.091
F 2.887 -0.989 1.309 -0.126 0.005 -0.059
F 5.155 -2.477 0.511 -0.039 0.023 -0.031
F 3.218 -3.420 2.210 -0.049 0.017 -0.072
F 3.183 -4.424 -0.318 -0.022 0.111 0.010
```
Forces are in eV/Å.

LUMO level: -9.53 eV
HOMO level: -15.42 eV
Total charge: +2
Multiplicity: 1
HOMO-LUMO gap: 5.9 eV

=====

Entry 4:
Entry from the Open Molecules 2025 dataset: a single C10H16ClN3O molecule (ωB97M-V/def2-TZVPD).

Structure (XYZ):
```
31
Properties=species:S:1:pos:R:3:forces:R:3
C 3.124 -0.389 0.550 -0.766 1.362 0.922
C -3.105 1.167 1.437 1.001 0.134 -0.938
C -2.755 -0.320 1.399 2.432 2.783 0.435
C -2.722 1.959 0.112 1.719 -0.745 5.880
C -1.220 -0.511 1.097 -2.750 1.201 2.149
C -1.201 1.762 0.065 -0.435 1.297 -3.032
C -0.827 0.290 -0.105 0.173 0.037 -1.374
C 2.992 0.169 -1.745 -1.466 2.111 1.389
C 3.122 -2.333 -0.874 0.152 -0.272 -1.851
C 2.571 -0.868 -0.741 3.091 -1.132 2.426
N 3.427 0.223 1.482 0.138 -0.881 -0.541
N 0.593 0.159 -0.317 0.104 0.928 -0.068
N 1.116 -0.933 -0.632 -1.236 0.790 0.445
O 0.597 -2.012 -0.867 -1.105 -0.620 -0.173
Cl -1.679 -0.318 -1.706 0.337 0.107 0.973
H -4.107 1.370 1.584 -2.534 -0.332 0.235
H -2.705 1.646 2.369 0.494 -0.298 -0.953
H -3.084 -0.689 2.309 0.169 -1.081 2.192
H -3.226 -0.913 0.747 -2.386 -1.548 -3.097
H -3.133 1.497 -0.687 -1.639 -1.062 -2.568
H -3.163 2.909 0.387 0.713 0.750 -0.939
H -0.858 -0.157 2.105 1.032 -0.345 -1.515
H -1.068 -1.520 0.870 0.661 -1.623 0.232
H -0.892 2.447 -0.802 0.611 -1.291 1.267
H -0.708 1.953 0.982 0.441 1.158 0.907
H 2.343 0.060 -2.533 -1.950 -0.022 -2.090
H 2.901 1.248 -1.389 0.016 -1.662 -0.156
H 3.891 0.062 -2.214 2.911 -0.711 -0.457
H 3.258 -2.383 -2.015 -0.226 -0.910 1.636
H 2.379 -3.117 -0.462 1.451 1.485 -0.887
H 4.140 -2.459 -0.406 -1.152 0.391 -0.448
```
Forces are in eV/Å.

SMILES: CC(C)(C#N)/[N+]([O-])=N/C1(Cl)CCCCC1
Energy relative to the best compared isomer or geometry (same formula, charge and spin): 1.080 eV
LUMO level: 0.10 eV
HOMO level: -10.24 eV
Total charge: 0
Multiplicity: 1
HOMO-LUMO gap: 10.3 eV

=====

Entry 5:
Entry from the Open Molecules 2025 dataset: 2 unconnected molecules or ions with the total composition C2H8N3O2 (ωB97M-V/def2-TZVPD).

Structure (XYZ):
```
15
Properties=species:S:1:pos:R:3:forces:R:3
C 1.360 0.083 -0.705 6.020 -3.816 -1.984
C -1.462 -0.539 0.738 0.919 -1.569 0.426
N 0.200 0.351 -0.234 -9.189 5.745 3.165
N 2.056 0.896 -1.514 1.646 -0.575 -1.171
N -0.930 -1.590 1.324 0.716 -0.565 0.239
O -0.395 1.506 -0.875 3.114 -1.959 -0.812
O -1.800 0.484 1.450 -0.014 0.473 -0.330
H -1.756 -0.717 -0.241 -1.499 0.381 -1.454
H 1.587 1.442 -2.207 -0.673 0.690 -0.086
H -1.251 1.789 -0.575 -0.874 -0.532 1.128
H 2.827 0.413 -1.979 0.071 0.363 0.467
H -0.538 -2.363 0.780 -0.449 0.448 0.132
H 1.707 -0.900 -0.315 0.320 0.975 -0.794
H -0.378 -1.337 2.121 0.231 -0.551 0.715
H -1.225 0.481 2.232 -0.338 0.492 0.358
```
Forces are in eV/Å.

Energy relative to the best compared isomer or geometry (same formula, charge and spin): 1.256 eV
LUMO level (alpha / beta): -3.51 / -6.64 eV
HOMO level (alpha / beta): -9.09 / -15.18 eV
Total charge: +1
Multiplicity: 3
HOMO-LUMO gap (alpha / beta): 5.6 / 8.5 eV

=====

Entry 6:
Entry from the Open Molecules 2025 dataset: a molecular structure, C32H27ClN6O8Rb (ωB97M-V/def2-TZVPD).

Structure (XYZ):
```
75
Properties=species:S:1:pos:R:3:forces:R:3
Rb 0.018 1.330 -1.564 1.144 0.156 0.473
O -5.243 0.311 -5.293 0.141 0.365 0.145
C -4.708 -0.886 -5.285 0.151 -0.226 0.156
O -5.000 -1.731 -6.103 -0.008 0.091 0.052
C -3.722 -1.193 -4.192 -0.111 0.295 0.004
C -3.219 -2.450 -3.951 0.115 -0.132 -0.057
Cl -3.469 -3.908 -4.796 0.029 -0.032 0.040
N -2.363 -2.372 -2.906 0.185 -0.158 0.251
N -2.259 -1.104 -2.450 -0.186 -0.072 -0.210
C -3.076 -0.385 -3.203 0.030 -0.025 0.042
C -3.213 1.099 -2.886 -0.108 0.268 0.056
O -4.183 1.696 -3.415 -0.018 -0.198 -0.261
O -2.365 1.588 -2.115 -1.363 -0.111 -0.358
C -1.603 -3.402 -2.267 -0.022 0.110 -0.171
C -2.189 -4.614 -1.935 -0.073 0.004 0.100
C -1.428 -5.591 -1.311 0.000 -0.009 0.012
C -0.093 -5.359 -1.013 -0.028 0.044 -0.022
C 0.480 -4.138 -1.342 -0.011 0.010 0.077
C -0.270 -3.154 -1.968 0.023 0.037 -0.059
H -4.845 0.911 -4.559 -0.065 -0.116 0.096
H -3.236 -4.789 -2.143 0.018 0.026 -0.027
H -1.890 -6.535 -1.047 0.008 0.003 -0.005
H 0.496 -6.121 -0.519 -0.005 0.014 -0.014
H 1.516 -3.939 -1.101 0.005 0.001 0.003
H 0.169 -2.197 -2.223 -0.010 0.019 0.032
O -0.843 4.835 6.619 0.099 0.031 -0.005
N -1.490 4.306 5.738 0.078 -0.181 -0.297
O -2.694 4.159 5.787 -0.090 0.014 0.050
C -0.766 3.802 4.534 -0.349 -0.002 0.035
C 0.569 3.952 4.568 0.252 0.053 0.066
C 1.395 3.519 3.490 0.025 0.047 0.122
C 2.792 3.681 3.512 0.010 0.053 0.109
C 3.524 3.255 2.442 0.030 -0.035 -0.098
C 2.844 2.668 1.356 -0.018 0.024 0.028
N 1.541 2.498 1.318 -0.031 0.069 -0.027
C 0.813 2.919 2.371 -0.049 -0.095 -0.107
C -0.637 2.749 2.336 0.123 -0.101 -0.144
N -1.135 2.162 1.234 -0.098 0.025 -0.123
C -2.434 1.999 1.122 0.063 -0.031 -0.041
C -3.325 2.406 2.122 -0.056 -0.035 -0.047
C -2.838 2.994 3.257 0.112 0.053 0.066
C -1.445 3.190 3.404 -0.144 0.035 0.124
H 1.019 4.416 5.434 0.023 0.002 0.003
H 3.263 4.145 4.373 -0.022 -0.027 -0.047
H 4.600 3.367 2.409 -0.030 -0.013 -0.011
H 3.395 2.340 0.479 -0.034 0.007 0.077
H -2.783 1.545 0.196 0.016 0.075 0.066
H -4.390 2.261 1.991 0.044 0.004 0.001
H -3.511 3.311 4.030 -0.027 0.014 0.037
O 2.136 -0.155 -1.873 0.497 -0.968 -0.080
C 2.976 -1.267 -1.940 -0.197 0.367 0.248
C 3.783 -1.480 -0.640 0.003 -0.121 0.039
C 3.118 -0.894 0.614 -0.030 -0.052 -0.007
C 1.847 -1.567 1.071 -0.090 0.143 -0.130
C 1.876 -2.691 1.896 -0.010 -0.098 -0.019
C 0.684 -3.251 2.324 0.042 -0.048 0.023
C -0.513 -2.677 1.924 -0.029 -0.041 -0.010
C -0.453 -1.565 1.101 0.205 0.008 -0.132
N 0.692 -1.019 0.683 -0.248 -0.033 0.111
H 2.596 0.741 -2.218 -0.001 0.417 -0.090
H 3.676 -1.181 -2.778 0.076 -0.046 -0.069
H 2.367 -2.155 -2.134 -0.036 -0.085 0.006
H 4.766 -1.009 -0.736 -0.033 0.031 0.001
H 3.964 -2.554 -0.500 0.056 0.037 0.018
H 2.870 0.146 0.416 -0.002 -0.014 -0.032
H 3.844 -0.928 1.433 -0.023 -0.007 0.017
H 2.828 -3.113 2.198 -0.020 0.018 -0.006
H 0.688 -4.125 2.964 0.007 0.013 -0.002
H -1.468 -3.087 2.229 0.041 0.026 -0.016
H -1.365 -1.096 0.740 0.055 0.014 0.018
C 3.465 3.076 -2.257 0.040 -0.168 0.006
O 2.761 1.995 -2.741 0.107 0.529 0.093
H 3.461 3.939 -2.949 -0.052 -0.093 -0.050
H 4.544 2.873 -2.069 -0.042 -0.076 -0.003
H 3.087 3.498 -1.294 -0.080 -0.099 -0.130
```
Forces are in eV/Å.

Energy relative to the best compared isomer or geometry (same formula, charge and spin): 0.761 eV
LUMO level: 0.68 eV
HOMO level: -5.03 eV
Total charge: -1
Multiplicity: 1
HOMO-LUMO gap: 5.7 eV

=====

Entry 7:
Entry from the Open Molecules 2025 dataset: a single C10H14N2O2 molecule (ωB97M-V/def2-TZVPD).

Structure (XYZ):
```
28
Properties=species:S:1:pos:R:3:forces:R:3
C -1.804 -1.841 -0.601 0.175 2.498 2.340
C -1.746 1.686 -0.092 0.099 -1.502 1.461
C 2.670 0.203 -0.585 -0.594 0.858 -2.893
C 1.535 0.734 -1.632 -1.437 1.084 4.609
C 2.291 0.486 0.800 -2.134 -0.010 2.256
C 0.234 -0.105 -1.345 1.925 0.087 -2.719
C 1.059 -0.461 1.030 0.042 -0.336 -2.896
C -1.687 -0.671 0.274 2.114 1.663 -0.660
C -0.073 0.029 0.098 -3.068 -0.766 0.209
C -2.062 -0.874 1.716 2.840 -3.138 0.450
N -1.871 -2.808 -1.171 -0.227 -2.637 -1.779
N -2.440 0.454 -0.257 1.277 1.914 -0.358
O -2.134 2.811 -0.105 -0.525 -0.089 -0.730
O -0.456 1.416 0.356 -0.181 -0.993 -0.351
H 2.905 -0.863 -0.711 -0.289 0.179 -0.245
H 3.484 0.735 -0.998 1.524 0.593 0.331
H 1.218 1.862 -1.333 1.164 -2.441 -0.645
H 1.938 0.774 -2.590 0.267 -0.384 -1.793
H 2.957 0.265 1.634 0.669 -0.099 -0.484
H 1.953 1.525 0.968 0.250 -0.312 -0.270
H -0.594 0.278 -1.983 0.417 -0.470 0.446
H 0.497 -1.161 -1.648 -0.677 0.924 0.504
H 1.441 -1.475 0.581 -1.224 1.469 1.363
H 0.615 -0.516 1.985 0.211 -0.257 1.420
H -3.068 -0.755 1.770 -3.076 0.536 0.481
H -1.546 -0.172 2.393 -0.206 -0.439 -0.340
H -1.897 -1.998 1.981 0.135 2.073 -0.006
H -3.419 0.443 -0.535 0.529 -0.008 0.298
```
Forces are in eV/Å.

SMILES: C[C@@]1(C#N)NC(=O)OC12CCCCC2
Energy relative to the best compared isomer or geometry (same formula, charge and spin): 0.000 eV
LUMO level: 0.64 eV
HOMO level: -10.25 eV
Total charge: 0
Multiplicity: 1
HOMO-LUMO gap: 10.9 eV

=====

Entry 8:
Entry from the Open Molecules 2025 dataset: 2 unconnected molecules or ions with the total composition C3H9N2O3 (ωB97M-V/def2-TZVPD).

Structure (XYZ):
```
17
Properties=species:S:1:pos:R:3:forces:R:3
C 0.538 0.099 1.612 -3.742 0.596 1.871
N -0.735 -0.572 1.114 2.169 1.419 -0.012
C -1.469 -0.278 -0.114 -0.186 -2.342 1.628
O -0.873 0.487 -0.834 1.805 2.455 -1.338
O -2.415 -1.004 -0.302 -1.424 -0.233 -0.117
C 1.815 -0.139 0.904 3.351 -2.291 -2.654
N 1.898 0.603 -0.344 3.343 1.370 4.058
H 0.656 -0.368 2.596 -0.187 0.478 0.227
H 0.177 1.179 1.683 1.143 -1.202 0.051
H -0.854 -1.542 1.318 0.143 -0.836 0.245
H 2.921 -0.032 1.496 -3.600 -0.191 -1.020
H 1.745 -1.276 0.505 0.558 2.302 1.304
H 1.791 1.599 -0.252 -0.227 0.047 -0.179
H 1.361 0.184 -0.967 -2.963 -1.536 -3.814
H -1.612 0.785 -2.567 0.298 0.319 -0.116
H -2.680 -0.201 -2.647 -0.204 0.001 -0.342
O -2.263 0.475 -3.203 -0.277 -0.356 0.211
```
Forces are in eV/Å.

Energy relative to the best compared isomer or geometry (same formula, charge and spin): 1.638 eV
LUMO level (alpha / beta): 0.39 / -3.89 eV
HOMO level (alpha / beta): -10.28 / -9.97 eV
Total charge: 0
Multiplicity: 2
HOMO-LUMO gap (alpha / beta): 10.7 / 6.1 eV